1.
ORCA calculation (ωB97M-V/def2-TZVPD) on a molecular structure, C32H29ClSe4SiTl in a non-equilibrium geometry.

Computed properties:
* gap between HOMO and LUMO: 6.346 eV
* E_LUMO: 2.31 eV
* DFT total energy: -11764.84430 hartree

```
! RIJCOSX wB97M-V def2-TZVPD def2/J DEFGRID3
* xyz -1 1
Tl -0.564 0.677 -0.390
C 2.839 2.091 2.061
C 2.546 0.628 1.856
C 3.219 -0.112 0.889
C 2.983 -1.471 0.739
C 2.044 -2.106 1.539
C 1.365 -1.380 2.509
C 1.630 -0.030 2.674
H 3.664 2.218 2.767
H 1.965 2.604 2.461
H 3.122 2.574 1.125
H 3.948 0.377 0.251
H 3.526 -2.027 -0.012
H 1.843 -3.162 1.407
H 0.631 -1.861 3.141
H 1.120 0.528 3.451
Se -1.124 1.775 2.162
Se -2.978 2.919 1.382
Se -2.019 4.521 0.012
Se -1.239 3.170 -1.717
C 3.998 -3.508 -2.762
C 4.403 -2.229 -3.116
C 3.506 -1.170 -3.045
C 2.194 -1.370 -2.613
C 1.805 -2.665 -2.264
C 2.692 -3.727 -2.341
Si 0.958 0.053 -2.548
C -0.363 -0.400 -3.832
C -0.109 -1.352 -4.824
C -1.072 -1.682 -5.767
C -2.314 -1.065 -5.741
C -2.587 -0.116 -4.766
C -1.623 0.206 -3.823
C 1.821 1.653 -3.045
C 2.565 2.356 -2.096
C 3.155 3.571 -2.404
C 2.998 4.112 -3.673
C 2.259 3.430 -4.627
C 1.676 2.209 -4.315
H 4.696 -4.334 -2.815
H 5.419 -2.058 -3.450
H 3.827 -0.172 -3.325
H 0.788 -2.839 -1.924
H 2.374 -4.724 -2.062
H 0.856 -1.847 -4.855
H -0.854 -2.425 -6.526
H -3.067 -1.323 -6.476
H -3.551 0.378 -4.734
H -1.864 0.954 -3.076
H 2.656 1.952 -1.093
H 3.713 4.111 -1.649
H 3.438 5.073 -3.910
H 2.123 3.859 -5.613
H 1.086 1.688 -5.062
Cl -4.375 -0.302 1.530
C -3.194 -1.550 1.792
C -3.220 -2.216 3.005
C -2.356 -3.275 3.236
C -1.483 -3.663 2.229
C -1.448 -2.968 1.034
C -2.280 -1.866 0.775
C -2.159 -1.124 -0.477
H -3.926 -1.899 3.761
H -2.370 -3.790 4.189
H -0.823 -4.511 2.376
H -0.750 -3.270 0.261
H -3.084 -0.678 -0.832
H -1.687 -1.720 -1.258
*
```

These are the Löwdin partial charges, in e, on atoms 1 to 2:
1 Tl 0.367
2 C -0.043

---

2.
ORCA calculation (ωB97M-V/def2-TZVPD) on a molecular structure, C32H29F6N5O7PSSbTl in a non-equilibrium geometry.

Computed properties:
* energy relative to the best compared isomer or geometry (same formula, charge and spin): 0.00 kcal/mol
* gap between HOMO and LUMO (alpha / beta): 6.265 / 5.280 eV
* E_LUMO (alpha / beta): 3.57 / 2.59 eV
* DFT total energy: -3788.98251 hartree

```
! RIJCOSX wB97M-V def2-TZVPD def2/J DEFGRID3
* xyz -2 2
Tl 0.324 -0.571 0.070
C 3.626 -0.823 -0.700
C 3.570 0.659 -0.876
C 4.696 1.363 -1.313
C 4.628 2.732 -1.472
C 3.428 3.373 -1.200
C 2.342 2.610 -0.783
N 2.414 1.289 -0.613
Sb 0.525 3.758 -0.515
C -0.133 3.105 1.441
C 0.593 3.557 2.542
C 0.129 3.263 3.814
C -1.055 2.559 3.951
C -1.733 2.153 2.805
C -3.016 1.366 2.888
N -1.274 2.420 1.580
C -0.699 2.721 -1.940
C -0.500 3.106 -3.259
C -1.219 2.461 -4.249
C -2.125 1.487 -3.881
C -2.278 1.175 -2.535
C -3.213 0.080 -2.102
N -1.579 1.789 -1.577
H 4.619 -1.217 -0.906
H 2.918 -1.301 -1.379
H 3.365 -1.105 0.322
H 5.610 0.821 -1.521
H 5.495 3.294 -1.801
H 3.326 4.446 -1.313
H 1.510 4.117 2.398
H 0.677 3.588 4.690
H -1.450 2.322 4.933
H -3.676 1.760 3.662
H -2.793 0.323 3.129
H -3.517 1.392 1.922
H 0.235 3.865 -3.506
H -1.050 2.686 -5.295
H -2.675 0.931 -4.631
H -4.175 0.153 -2.613
H -3.368 0.134 -1.024
H -2.778 -0.896 -2.344
O 2.542 -6.677 -3.850
C 1.741 -5.830 -4.309
O 1.221 -5.750 -5.445
C 1.334 -4.713 -3.321
C 1.322 -4.943 -1.949
C 0.953 -3.924 -1.090
N 0.643 -2.692 -1.522
C 0.656 -2.460 -2.835
C 0.975 -3.445 -3.763
C 0.345 -1.038 -3.269
O -0.097 -0.867 -4.413
O 0.592 -0.138 -2.397
H 1.619 -5.910 -1.566
H 0.933 -4.079 -0.017
H 0.931 -3.217 -4.818
C -1.595 -3.574 2.499
S -2.312 -2.620 1.158
O -2.188 -3.428 -0.082
C -4.038 -2.775 1.658
C -4.536 -2.113 2.773
C -5.882 -2.225 3.088
C -6.723 -2.986 2.282
C -6.217 -3.629 1.160
C -4.868 -3.522 0.841
H -1.960 -4.598 2.413
H -1.877 -3.119 3.452
H -0.510 -3.535 2.378
H -3.877 -1.510 3.393
H -6.276 -1.718 3.961
H -7.775 -3.068 2.528
H -6.873 -4.217 0.530
H -4.438 -4.003 -0.031
F 1.676 -2.655 1.758
P 2.751 -3.470 2.710
F 3.719 -2.172 2.666
F 3.460 -4.054 1.396
F 3.788 -4.253 3.661
F 2.011 -2.844 4.010
F 1.727 -4.724 2.743
O 0.131 -0.545 3.240
N 1.154 0.052 3.194
O 1.746 0.557 2.287
*
```

These are the Löwdin partial charges, in e, on atoms 1 to 2:
1 Tl 0.921
2 C -0.016

---

3.
ORCA calculation (ωB97M-V/def2-TZVPD) on a molecular structure, C32H29N4O3ReS in a non-equilibrium geometry.

Computed properties:
* energy relative to the best compared isomer or geometry (same formula, charge and spin): 53.42 kcal/mol
* gap between HOMO and LUMO (alpha / beta): 6.243 / 5.143 eV
* E_LUMO (alpha / beta): -10.00 / -11.07 eV
* DFT total energy: -2157.05038 hartree

```
! RIJCOSX wB97M-V def2-TZVPD def2/J DEFGRID3
* xyz 3 4
Re 0.062 -1.007 0.320
C 4.355 -1.929 0.490
C 2.913 -1.826 0.789
N 2.180 -0.804 0.407
N 2.740 0.302 -0.053
C 1.831 1.224 -0.302
O 0.575 0.910 -0.085
C 2.228 2.534 -0.771
C 1.270 3.432 -1.255
C 1.666 4.668 -1.724
C 3.012 5.020 -1.708
C 3.969 4.135 -1.220
C 3.584 2.895 -0.753
C 2.164 -2.723 1.642
C 2.731 -3.741 2.390
C 1.956 -4.409 3.330
C 0.638 -4.014 3.513
C 0.125 -3.007 2.718
N 0.853 -2.387 1.783
H 4.618 -1.244 -0.311
H 4.959 -1.670 1.366
H 4.619 -2.949 0.207
H 0.227 3.139 -1.271
H 0.932 5.365 -2.106
H 3.315 5.992 -2.074
H 5.012 4.418 -1.207
H 4.313 2.202 -0.358
H 3.777 -3.981 2.260
H 2.375 -5.211 3.923
H 0.012 -4.482 4.261
H -0.903 -2.691 2.843
O 1.140 -2.563 -1.524
C 0.576 -3.861 -1.342
C -0.848 -3.792 -0.858
C -1.786 -4.716 -1.283
C -3.069 -4.684 -0.759
C -3.368 -3.732 0.210
C -2.393 -2.835 0.576
N -1.153 -2.840 0.045
H 1.061 -2.303 -2.454
H 1.168 -4.357 -0.568
H 0.644 -4.463 -2.245
H -1.509 -5.456 -2.022
H -3.823 -5.382 -1.097
H -4.347 -3.680 0.665
H -2.605 -2.080 1.323
O -1.674 -0.332 -0.554
S -2.787 0.732 -0.290
C -2.691 1.891 -1.634
C -1.725 1.774 -2.619
C -1.749 2.669 -3.679
C -2.732 3.649 -3.739
C -3.695 3.750 -2.740
C -3.692 2.855 -1.684
C -2.126 1.664 1.096
C -1.540 2.914 0.980
C -1.058 3.528 2.127
C -1.169 2.904 3.363
C -1.758 1.650 3.469
C -2.247 1.028 2.332
H -0.974 0.998 -2.559
H -1.011 2.587 -4.465
H -2.760 4.330 -4.579
H -4.457 4.515 -2.793
H -4.456 2.916 -0.916
H -1.452 3.407 0.023
H -0.599 4.505 2.053
H -0.808 3.402 4.254
H -1.867 1.177 4.436
H -2.766 0.076 2.406
*
```

These are the Löwdin partial charges, in e, on atoms 1 to 2:
1 Re 1.872
2 C 0.031

---

4.
ORCA calculation (ωB97M-V/def2-TZVPD) on a molecular structure, C32H30AlN6O3PS5 in a non-equilibrium geometry.

Computed properties:
* energy relative to the best compared isomer or geometry (same formula, charge and spin): 0.00 kcal/mol
* gap between HOMO and LUMO: 7.160 eV
* E_LUMO: -0.49 eV
* DFT total energy: -4366.55448 hartree

```
! RIJCOSX wB97M-V def2-TZVPD def2/J DEFGRID3
* xyz 0 1
Al 1.354 -0.160 0.015
C -2.244 1.193 4.327
C -2.082 1.910 3.151
C -0.964 1.716 2.357
C 0.029 0.834 2.769
C -0.110 0.149 3.974
C -1.255 0.307 4.734
N 1.180 0.659 1.966
N 2.245 0.615 2.620
C 3.400 0.378 1.887
C 4.616 0.607 2.542
C 5.789 0.412 1.847
C 5.736 -0.032 0.526
C 4.518 -0.276 -0.094
C 3.306 -0.088 0.564
H -3.140 1.313 4.921
H -2.842 2.618 2.845
H -0.837 2.264 1.432
H 0.694 -0.505 4.284
H -1.377 -0.262 5.647
H 4.610 0.964 3.565
H 6.745 0.609 2.315
H 6.659 -0.199 -0.015
H 4.513 -0.630 -1.119
O 0.808 1.369 -3.325
S 2.005 0.603 -3.130
O 3.211 1.371 -2.952
N 1.906 -0.561 -1.912
C 2.344 -1.743 -2.393
S 2.665 -3.085 -1.483
C 2.500 -1.775 -3.865
C 2.778 -2.879 -4.656
C 2.718 -2.730 -6.034
C 2.411 -1.501 -6.610
C 2.191 -0.382 -5.817
C 2.241 -0.554 -4.452
H 3.018 -3.824 -4.188
H 2.897 -3.584 -6.674
H 2.337 -1.417 -7.686
H 1.979 0.587 -6.249
S -5.517 -0.743 2.232
C -4.363 -0.244 1.167
S -2.927 -1.205 0.889
C -2.271 0.037 -0.192
N -3.086 1.018 -0.313
N -4.245 0.890 0.416
C -5.177 1.967 0.256
C -4.765 3.071 -0.498
C -5.619 4.140 -0.698
C -6.895 4.132 -0.154
C -7.304 3.040 0.588
C -6.461 1.957 0.796
S -0.823 -0.133 -1.101
H -3.778 3.073 -0.929
H -5.285 4.988 -1.281
H -7.565 4.967 -0.313
H -8.296 3.018 1.022
H -6.809 1.121 1.374
C 1.293 4.100 -1.627
C 1.354 2.839 -0.939
N 1.401 1.852 -0.365
H 0.300 4.219 -2.059
H 2.032 4.092 -2.428
H 1.504 4.907 -0.928
C 1.923 -4.198 1.570
P 0.482 -3.165 1.231
C -0.481 -3.293 2.756
C -0.521 -3.861 -0.094
O 0.883 -1.735 0.924
H 1.627 -5.248 1.568
H 2.315 -3.935 2.552
H 2.684 -4.028 0.816
H -0.528 -4.345 3.041
H -1.486 -2.912 2.623
H 0.017 -2.724 3.538
H -0.720 -4.918 0.079
H 0.011 -3.728 -1.034
H -1.457 -3.304 -0.126
*
```

These are the Löwdin partial charges, in e, on atoms 1 to 2:
1 Al -0.222
2 C -0.075

---

5.
ORCA calculation (ωB97M-V/def2-TZVPD) on a molecular structure, C32H30As2N4O10Pt.

Computed properties:
* gap between HOMO and LUMO (alpha / beta): 6.416 / 5.423 eV
* E_LUMO (alpha / beta): -0.38 / -1.91 eV
* DFT total energy: -6799.63949 hartree

```
! RIJCOSX wB97M-V def2-TZVPD def2/J DEFGRID3
* xyz 0 3
Pt -1.448 0.339 0.259
O -4.649 2.609 1.028
C -3.704 1.855 1.106
N -3.490 0.679 0.408
C -4.512 -0.146 0.046
C -5.869 0.228 -0.041
C -6.778 -0.627 -0.610
C -6.391 -1.877 -1.144
C -5.098 -2.290 -1.035
C -4.141 -1.487 -0.347
N -2.928 -1.935 -0.041
C -2.134 -2.593 -0.930
O -1.679 -3.712 -0.894
C -1.789 -1.622 -2.045
C -1.788 -2.052 -3.357
C -1.621 -1.124 -4.369
C -1.463 0.208 -4.029
C -1.448 0.560 -2.694
N -1.601 -0.334 -1.713
C -2.621 2.065 2.136
C -2.805 2.925 3.190
C -1.896 2.888 4.243
C -0.878 1.958 4.215
C -0.735 1.131 3.107
N -1.565 1.227 2.071
H -6.169 1.210 0.285
H -7.813 -0.319 -0.686
H -7.128 -2.509 -1.621
H -4.786 -3.267 -1.383
H -1.924 -3.106 -3.552
H -1.622 -1.433 -5.406
H -1.345 0.975 -4.781
H -1.306 1.585 -2.381
H -3.664 3.581 3.177
H -2.010 3.554 5.088
H -0.176 1.860 5.031
H 0.034 0.379 3.033
C 0.905 4.752 1.388
O 0.957 3.348 1.156
C 1.918 2.680 1.883
O 2.639 3.276 2.660
C 1.853 1.265 1.668
C 2.729 0.340 2.282
As 4.513 0.147 1.541
C 4.762 1.895 0.691
C 3.588 -0.829 -0.006
C 2.296 -0.809 -0.362
As 0.948 0.560 0.142
C 1.348 1.760 -1.339
C 1.767 -1.721 -1.411
O 0.966 -1.355 -2.245
O 2.248 -2.956 -1.349
C 1.722 -3.875 -2.319
C 4.535 -1.862 -0.553
O 4.878 -2.813 0.087
O 5.081 -1.635 -1.770
C 4.697 -0.477 -2.512
C 2.171 -0.972 2.549
O 0.987 -1.269 2.411
O 3.090 -1.885 2.908
C 2.639 -3.241 2.941
H 0.133 5.137 0.725
H 1.863 5.222 1.168
H 0.648 4.963 2.426
H 4.987 2.602 1.488
H 3.892 2.254 0.148
H 5.622 1.829 0.023
H 2.410 1.997 -1.339
H 0.761 2.668 -1.244
H 1.104 1.227 -2.257
H 2.252 -4.806 -2.149
H 1.903 -3.507 -3.328
H 0.651 -4.003 -2.159
H 5.386 -0.428 -3.351
H 4.788 0.431 -1.915
H 3.676 -0.563 -2.887
H 3.535 -3.841 3.065
H 2.140 -3.497 2.008
H 1.950 -3.393 3.772
*
```

These are the Löwdin partial charges, in e, on atoms 1 to 2:
1 Pt 1.005
2 O 0.091

---

6.
ORCA calculation (ωB97M-V/def2-TZVPD) on a molecular structure, C32H30BrF4I2N4O3Ta.

Computed properties:
* energy relative to the best compared isomer or geometry (same formula, charge and spin): 0.88 kcal/mol
* gap between HOMO and LUMO: 6.922 eV
* E_LUMO: -6.42 eV
* DFT total energy: -5307.66462 hartree

```
! RIJCOSX wB97M-V def2-TZVPD def2/J DEFGRID3
* xyz 2 1
Ta 0.195 0.164 -0.149
I 6.527 -0.063 -4.733
C 4.728 0.149 -3.721
C 3.573 0.488 -4.419
C 2.379 0.622 -3.733
I 0.636 1.090 -4.767
C 2.339 0.436 -2.356
O 1.147 0.548 -1.700
C 3.486 0.090 -1.648
C 3.525 -0.036 -0.144
N 2.312 -0.674 0.473
C 2.416 -2.161 0.394
C 1.408 -2.764 -0.525
C 1.540 -4.095 -0.895
C 0.759 -4.599 -1.913
C -0.100 -3.730 -2.579
C -0.211 -2.440 -2.125
N 0.474 -1.964 -1.062
C 4.678 -0.052 -2.350
H 3.603 0.637 -5.489
H 4.393 -0.636 0.132
H 3.670 0.939 0.311
H 2.345 -0.459 1.468
H 3.394 -2.418 -0.014
H 2.339 -2.588 1.391
H 2.284 -4.707 -0.403
H 0.848 -5.633 -2.217
H -0.673 -4.046 -3.439
H -0.856 -1.744 -2.635
H 5.581 -0.316 -1.814
C -3.689 0.634 -2.489
C -2.243 0.435 -2.062
N -2.022 -0.173 -0.689
C -2.699 -1.518 -0.630
C -2.348 -2.390 0.559
C -2.689 0.674 0.361
C -2.129 2.065 0.320
N -0.679 1.971 0.117
C 0.011 3.196 0.088
C 1.359 3.121 0.361
F 1.797 1.830 0.592
C 2.218 4.184 0.455
F 3.502 3.965 0.723
C 1.712 5.456 0.264
C 0.362 5.578 0.001
F -0.164 6.777 -0.193
C -0.491 4.482 -0.091
F -1.777 4.707 -0.372
H -3.674 1.088 -3.480
H -4.241 1.312 -1.839
H -4.238 -0.302 -2.572
H -1.710 1.384 -2.091
H -1.744 -0.206 -2.785
H -2.490 -2.038 -1.562
H -3.771 -1.318 -0.620
H -1.291 -2.652 0.600
H -2.911 -3.318 0.465
H -2.638 -1.939 1.509
H -2.520 0.199 1.323
H -3.763 0.694 0.178
H -2.361 2.587 1.252
H -2.582 2.633 -0.492
H 2.349 6.328 0.312
Br -3.293 2.276 5.029
C -2.423 0.605 4.978
C -2.589 -0.302 6.015
C -1.940 -1.530 5.964
C -1.135 -1.855 4.886
C -0.986 -0.940 3.847
C -1.624 0.298 3.893
C -0.150 -1.305 2.688
O 0.600 -2.242 2.625
O -0.246 -0.420 1.653
H -3.218 -0.049 6.857
H -2.068 -2.233 6.775
H -0.626 -2.807 4.835
H -1.484 1.023 3.104
*
```

These are the Löwdin partial charges, in e, on atoms 1 to 2:
1 Ta 1.991
2 I 0.978